# 1
Density functional theory data (the ωB97M-V functional and the def2-TZVPD basis) for a structure of composition C24H28N8O4 in a non-equilibrium geometry.

The geometry in XYZ format:
```
64
Properties=species:S:1:pos:R:3:lowdin_charge:R:1
C 3.4544 1.8293 -1.7120 -0.076
C 4.1523 0.8643 -2.5931 -0.239
N 4.6652 0.0892 -3.2493 0.148
H 4.2275 2.3429 -1.1405 0.102
H 2.8086 1.3648 -0.9668 0.055
H 2.9023 2.5486 -2.3170 0.056
C -2.4345 -3.2731 1.2197 -0.025
C -2.2969 -3.2536 2.6986 -0.225
N -2.2967 -3.2797 3.8301 0.177
H -3.4317 -3.5177 0.8539 0.074
H -1.7468 -4.0272 0.8370 0.120
H -2.1985 -2.2935 0.8041 0.052
C -0.3688 -1.5583 2.7865 -0.132
C 0.9047 -1.8935 3.3072 -0.298
N 1.9617 -2.1488 3.7004 0.133
H -1.1380 -2.1160 3.3207 0.025
H -0.3964 -1.9415 1.7665 -0.222
H -0.4603 -0.4722 2.7788 0.090
C 1.1450 4.9350 -1.7319 0.012
C 1.0181 3.6024 -1.0588 -0.112
N 0.8733 2.5900 -0.5220 -0.019
H 0.7978 5.8308 -1.2171 0.096
H 0.3762 4.7668 -2.4860 0.087
H 2.0557 4.9921 -2.3282 0.090
C 1.6258 -3.0897 1.0479 -0.087
C 1.7613 -3.9132 -0.1249 -0.252
N 1.7945 -4.5174 -1.1105 0.128
H 0.9826 -3.5562 1.7940 0.099
H 1.3980 -2.0717 0.7318 0.081
H 2.5868 -2.9578 1.5451 0.091
C 1.3607 2.0246 1.4500 -0.143
C 2.1303 1.4291 2.5591 -0.219
N 2.6623 0.9921 3.5119 0.153
H 0.3246 2.2972 1.6506 0.080
H 1.3988 1.2545 0.6795 0.022
H 1.9106 2.9565 1.3187 0.107
C 0.2850 0.3929 -3.4289 -0.002
C 0.9540 1.0097 -2.3971 -0.115
C 0.8577 0.5688 -1.1159 -0.080
C -0.0277 -0.4628 -0.7530 -0.101
C -0.6605 -1.1621 -1.7975 -0.032
C -0.4579 -0.7471 -3.1301 -0.031
N -0.2445 -0.8596 0.6447 -0.173
O -0.5328 -2.0336 0.8006 -0.015
O 0.0308 -0.0238 1.4941 0.003
H 0.2978 0.8219 -4.4200 0.122
H 1.4948 1.9173 -2.6211 0.078
H 1.3977 1.1548 -0.3869 0.011
H -1.4294 -1.9049 -1.6442 0.104
H -0.8893 -1.3545 -3.9119 0.127
C -1.7299 2.1105 0.5339 -0.074
C -2.6222 1.5496 1.4604 -0.007
C -3.1078 0.2243 1.1340 0.036
C -2.8812 -0.4339 -0.0971 -0.101
C -2.1034 0.3434 -0.9952 -0.042
C -1.5652 1.5947 -0.7380 -0.057
N -3.4501 -1.7510 -0.4710 -0.362
O -4.2594 -2.3955 0.2422 0.017
O -3.1987 -2.1212 -1.5398 0.126
H -1.0896 2.9593 0.7236 0.094
H -2.9103 2.0005 2.3986 0.112
H -3.7129 -0.2772 1.8748 0.123
H -1.9429 -0.0600 -1.9841 0.097
H -1.0119 2.1104 -1.5089 0.111
```

Properties
HOMO level: -0.2941 Ha
DFT total energy: -45424.0404 eV
frontier orbital gap: 5.8580 eV
charge: 0

***

# 2
Density functional theory data (the ωB97M-V functional and the def2-TZVPD basis) for the molecule C3H4Cl2N2 in a non-equilibrium geometry.

The geometry in XYZ format:
```
11
Properties=species:S:1:pos:R:3:lowdin_charge:R:1
C -1.2004 -0.2856 0.7570 -0.164
C -2.4702 -0.0066 0.8079 -0.601
C 1.2815 -0.3493 -0.0739 -0.748
N -0.0293 0.0690 0.1503 -0.019
N 2.1262 0.4732 -0.7895 -0.001
Cl -3.5387 0.1112 -0.6056 0.504
Cl 1.6196 -2.1244 -0.0207 0.547
H -3.0694 -0.1537 1.8188 0.097
H 0.0304 1.1655 0.0320 0.203
H 2.2950 0.2634 -1.7683 0.086
H 2.9554 0.8373 -0.3080 0.095
```

Properties
HOMO level (alpha / beta): -0.2805 / -0.2800 Ha
DFT total energy: -31196.5885 eV
frontier orbital gap (alpha / beta): 7.6094 / 7.4729 eV
charge: 0

***

# 3
Density functional theory data (the ωB97M-V functional and the def2-TZVPD basis) for the molecule C4H8N2O2 in a non-equilibrium geometry.

The geometry in XYZ format:
```
16
Properties=species:S:1:pos:R:3:lowdin_charge:R:1
C 1.5543 1.2242 0.8741 -0.156
C -2.2966 -0.0726 -0.2616 -0.113
C 0.1944 -1.3051 0.8609 -0.011
C 0.0406 -0.4306 -0.5975 -0.526
N 1.1586 -0.4802 -1.3907 0.133
O 0.2647 0.6606 0.7820 -0.225
N -1.1444 -0.4432 -1.0401 0.046
O -0.4875 -1.7382 1.6801 0.175
H 0.9424 -0.4763 -2.3757 0.109
H 1.8925 -1.1113 -1.1098 0.099
H 1.6209 1.7543 1.8282 0.086
H 1.7374 1.9272 0.0566 0.079
H 2.3471 0.4626 0.8555 0.074
H -2.1852 0.9137 0.1935 0.081
H -2.4646 -0.7979 0.5504 0.077
H -3.1744 -0.0871 -0.9059 0.073
```

Properties
HOMO level (alpha / beta): -0.3324 / -0.3324 Ha
DFT total energy: -11349.3028 eV
frontier orbital gap (alpha / beta): 8.8782 / 8.8793 eV
charge: 0

***

# 4
Density functional theory data (the ωB97M-V functional and the def2-TZVPD basis) for a structure of composition C23H23ClF6N4ORh.

The geometry in XYZ format:
```
59
Properties=species:S:1:pos:R:3:lowdin_spin:R:1
Rh -0.0448 -0.8492 0.0376 2.404
C -1.8760 1.1940 -1.4408 0.006
N -0.5977 0.5123 -1.7182 0.090
C 0.5094 1.4630 -1.9710 0.006
C 1.6490 1.4627 -0.9679 0.008
C 2.6163 2.4526 -1.0643 0.002
C 3.6800 2.4459 -0.1810 -0.001
C 3.7549 1.4449 0.7765 0.003
C 2.7549 0.4944 0.8090 0.009
N 1.7254 0.5035 -0.0442 0.079
C -0.7652 -0.4153 -2.8481 0.007
C 0.4179 -1.3475 -2.9502 0.008
C 0.8942 -1.8117 -4.1644 0.002
C 1.9856 -2.6647 -4.1738 0.003
C 2.5827 -3.0118 -2.9709 0.002
C 2.0489 -2.5041 -1.8023 0.013
N 0.9817 -1.7025 -1.7904 0.066
C -1.7885 2.1635 -0.2877 0.001
C -2.7142 3.1928 -0.1699 0.001
C -2.6123 4.0531 0.9087 0.000
C -1.5819 3.8686 1.8186 0.001
C -0.7044 2.8186 1.6124 0.001
N -0.8084 1.9740 0.5867 0.019
H -2.6103 0.4194 -1.2027 0.001
H -2.2268 1.7213 -2.3373 0.002
H 0.1122 2.4781 -2.0326 0.001
H 0.9426 1.2434 -2.9514 0.001
H 2.5290 3.2213 -1.8210 0.001
H 4.4413 3.2123 -0.2368 0.000
H 4.5660 1.4006 1.4883 0.000
H 2.7582 -0.3006 1.5424 0.002
H -0.9014 0.1272 -3.7906 0.002
H -1.6672 -1.0044 -2.6686 0.001
H 0.4165 -1.5047 -5.0847 0.000
H 2.3735 -3.0441 -5.1092 0.000
H 3.4455 -3.6605 -2.9349 0.000
H 2.4769 -2.7448 -0.8368 0.002
H -3.4953 3.3161 -0.9088 0.000
H -3.3201 4.8616 1.0318 0.000
H -1.4571 4.5234 2.6690 0.000
H 0.1142 2.6357 2.2985 0.000
Cl -1.8547 -3.3072 -0.9884 0.206
C -0.5265 -3.9560 -0.1506 0.710
H 0.2476 -4.4012 -0.7513 0.035
H -0.6538 -4.1192 0.9038 0.036
C -2.1523 -0.0607 3.5436 0.006
C -1.3137 -1.1297 2.8400 0.023
O -1.4059 -0.9945 1.4746 0.201
C 0.1554 -1.0033 3.2955 0.006
F 0.5828 0.2681 3.1617 0.001
F 0.9848 -1.7519 2.5176 0.024
F 0.3615 -1.3694 4.5567 0.001
C -1.8559 -2.5196 3.2559 0.003
F -2.0737 -2.6095 4.5729 0.001
F -3.0097 -2.7640 2.6315 0.001
F -1.0033 -3.5151 2.9315 0.000
H -1.8629 0.9127 3.1585 0.000
H -2.0250 -0.0851 4.6244 0.001
H -3.2000 -0.2323 3.3031 0.000
```

Properties
HOMO level (alpha / beta): -0.4017 / -0.4385 Ha
DFT total energy: -64061.0324 eV
frontier orbital gap (alpha / beta): 8.2839 / 8.0889 eV
2S+1: 5
charge: +1

***

# 5
Density functional theory data (the ωB97M-V functional and the def2-TZVPD basis) for a structure of composition C29H49CdN5O3STe in a non-equilibrium geometry.

The geometry in XYZ format:
```
89
Properties=species:S:1:pos:R:3:lowdin_charge:R:1
Cd -0.1692 0.0384 0.7801 1.186
N -1.5127 3.5983 2.4829 0.063
C -2.5709 3.8497 1.5192 -0.321
C -2.2742 5.0299 0.5670 -0.141
C -1.0890 4.8449 -0.3996 -0.166
C -1.2862 3.9709 -1.6680 -0.165
N -2.6771 3.7042 -2.0185 0.104
C -3.5355 4.5907 -2.4570 -0.453
N -3.1405 5.7498 -3.0056 0.213
N -4.8475 4.3153 -2.3525 0.206
C -2.8795 2.6110 0.6810 -0.652
O -4.0608 2.5647 0.2037 -0.072
O -1.9523 1.8364 0.3789 -0.164
H -1.0076 4.4381 2.7298 0.071
H -0.8476 2.9222 2.1280 0.007
H -3.4936 4.0874 2.0513 0.135
H -2.0153 5.8777 1.2047 0.112
H -3.1925 5.3119 0.0439 0.101
H -0.2601 4.4043 0.1606 0.029
H -0.7609 5.8396 -0.7098 0.102
H -0.8362 2.9948 -1.5129 0.044
H -0.7738 4.4287 -2.5168 0.115
H -3.1193 2.9838 -1.4211 0.118
H -2.1644 5.8990 -3.1890 0.113
H -3.8007 6.3366 -3.4819 0.120
H -5.0997 3.5959 -1.6866 0.111
H -5.5388 5.0036 -2.5816 0.117
C 7.2934 -0.6801 0.3108 -0.055
C 5.8913 -0.1307 0.2738 -0.274
C 5.1435 0.0360 1.4304 -0.024
C 3.8629 0.5808 1.4076 -0.327
C 3.1140 0.6987 2.7092 -0.112
C 3.3064 0.9793 0.1806 -0.530
Te 1.4591 2.0535 0.1344 0.864
C 4.0220 0.7587 -1.0057 -0.324
C 3.4749 1.0730 -2.3793 -0.105
C 5.3037 0.2186 -0.9336 -0.029
H 7.6065 -0.9061 1.3303 0.071
H 7.9999 0.0379 -0.1104 0.078
H 7.3665 -1.5972 -0.2783 0.079
H 5.5685 -0.2632 2.3842 0.111
H 3.7223 0.3347 3.5380 0.072
H 2.1965 0.1079 2.6799 0.036
H 2.8236 1.7293 2.9131 0.052
H 2.3906 1.1514 -2.3691 -0.003
H 3.7634 0.2894 -3.0821 0.077
H 3.8727 2.0219 -2.7511 0.082
H 5.8576 0.0657 -1.8569 0.120
C -4.5871 -0.6654 1.6496 -0.235
S -2.9458 -1.1591 1.0977 0.805
C -3.1207 -2.9066 1.4949 -0.227
O -1.9952 -0.6089 2.1422 -0.626
H -4.7198 -0.9599 2.6917 0.061
H -5.3220 -1.1485 1.0025 0.061
H -4.6369 0.4166 1.5387 0.033
H -3.8831 -3.3505 0.8534 0.061
H -3.3849 -2.9904 2.5491 0.062
H -2.1499 -3.3663 1.3063 0.037
C 1.2007 -3.7196 3.8859 -0.051
C 0.9280 -3.9019 2.4134 -0.290
C 1.1450 -5.1334 1.7971 -0.045
C 0.9056 -5.2639 0.4352 -0.283
C 1.1720 -6.5725 -0.2673 -0.057
C 0.4350 -4.1857 -0.3064 -0.024
C 0.1797 -2.9199 0.2719 -0.336
C 0.4616 -2.8411 1.6628 -0.067
N -0.2992 -1.8038 -0.3635 -0.113
C -0.6317 -1.7923 -1.7925 -0.646
C 0.6035 -2.0352 -2.6798 -0.042
C -1.7702 -2.7701 -2.1442 -0.046
C -1.1294 -0.3854 -2.1551 -0.103
H 1.4885 -4.6635 4.3481 0.069
H 0.3194 -3.3377 4.4058 0.078
H 2.0118 -3.0048 4.0443 0.076
H 1.5051 -5.9772 2.3769 0.103
H 1.4937 -7.3414 0.4349 0.069
H 1.9559 -6.4487 -1.0184 0.079
H 0.2785 -6.9320 -0.7828 0.076
H 0.2770 -4.3527 -1.3605 0.083
H 0.2791 -1.9030 2.1856 0.059
H 1.0071 -3.0424 -2.5949 0.063
H 1.3928 -1.3363 -2.3918 0.074
H 0.3501 -1.8607 -3.7298 0.082
H -1.5898 -3.7738 -1.7630 0.062
H -1.8974 -2.8280 -3.2284 0.082
H -2.7062 -2.4110 -1.7084 0.064
H -0.3009 0.3285 -2.1385 0.035
H -1.8965 -0.0443 -1.4580 0.037
H -1.5568 -0.3943 -3.1604 0.084
```

Properties
HOMO level: -0.2294 Ha
DFT total energy: -67155.5581 eV
frontier orbital gap: 6.0045 eV
charge: 0